Formula: C24H56N2O8
Source: the Open Molecules 2025 dataset
Level of theory: the ωB97M-V functional and the def2-TZVPD basis

Calculated values
E_HOMO ... -7.943 eV

```
! wB97M-V def2-TZVPD RIJCOSX def2/J DEFGRID3
* xyz 0 1
C -1.2592 5.5419 -1.4064
C -0.5000 4.4829 -0.5408
C -1.3838 3.2688 -0.0496
C 0.5598 3.9223 -1.4791
C 1.9102 4.6602 -1.4004
C 2.4366 4.8836 -0.0018
C 1.4072 5.7318 0.7086
C 1.8687 5.6639 2.1623
C 1.4371 7.2542 0.2699
N 0.0525 5.0857 0.6963
O -0.8527 5.8046 1.5111
H -1.9820 6.1624 -0.8767
H -0.5810 6.2622 -1.8639
H -1.8679 5.0976 -2.1939
H -2.3765 3.5900 0.2659
H -1.5391 2.5261 -0.8321
H -0.7862 2.7989 0.7315
H 0.7465 2.8610 -1.3152
H 0.2168 4.0110 -2.5099
H 2.5746 3.9899 -1.9458
H 1.8583 5.6109 -1.9311
H 3.4745 5.2164 -0.0004
H 2.3525 3.8713 0.3935
H 1.4684 6.5274 2.6936
H 2.9027 5.9123 2.4017
H 1.5885 4.8167 2.7881
H 1.1350 7.7814 1.1748
H 0.8505 7.6349 -0.5662
H 2.5043 7.3350 0.0629
H -0.9244 6.4936 0.8464
C -2.1665 -4.1983 -2.2295
C -1.3687 -4.8391 -1.0958
C -1.9858 -4.4526 0.3133
C -1.2186 -6.3322 -1.4597
C 0.0172 -6.9276 -0.7566
C 1.2695 -6.2037 -1.2235
C 1.2139 -4.6234 -0.7751
C 1.4125 -4.5049 0.7557
C 2.3911 -3.8829 -1.4386
N -0.0902 -4.0583 -1.1746
O -0.1730 -2.6775 -0.8223
H -1.6705 -4.4568 -3.1651
H -3.1474 -4.6685 -2.1600
H -2.3714 -3.1283 -2.1936
H -3.0712 -4.3572 0.3438
H -1.6625 -5.2113 1.0260
H -1.6251 -3.5007 0.7029
H -2.0079 -6.9239 -0.9961
H -1.2790 -6.5673 -2.5223
H -0.0807 -6.8653 0.3272
H 0.0925 -8.0098 -0.8636
H 1.2405 -6.3661 -2.3010
H 2.2136 -6.6716 -0.9449
H 0.5582 -4.9410 1.2735
H 1.3614 -3.4693 1.0917
H 2.2817 -5.0662 1.0985
H 2.3170 -3.6527 -2.5014
H 3.2389 -4.5632 -1.3579
H 2.5518 -2.9642 -0.8745
H 0.0320 -2.1417 -1.5920
O -1.8013 0.0182 -3.3597
C -1.0513 -0.8452 -4.2166
C -1.5558 -0.3706 -5.6388
O -2.8201 -0.9175 -5.9317
H -1.6047 -0.0853 -2.4258
H 0.0193 -0.7677 -4.0270
H -1.3174 -1.8719 -3.9654
H -0.9394 -0.9777 -6.3018
H -1.3623 0.6850 -5.8292
H -3.3455 -0.7441 -5.1472
O -0.4374 0.0143 -0.2516
C 0.0660 0.3329 1.0006
C -1.1319 0.1819 1.9933
O -1.2124 -1.1539 2.1665
H -1.0358 -0.6900 0.0082
H 0.9819 -0.2325 1.1727
H 0.5594 1.3047 1.0171
H -2.0902 0.5631 1.6405
H -0.6839 0.6598 2.8645
H -1.5436 -1.3171 3.0527
O -0.8336 -0.7210 5.1149
C 0.5927 -0.2637 5.1737
C 0.8276 0.3414 6.5554
O 1.2628 -0.6002 7.3833
H -1.0157 -1.3955 5.7732
H 1.1904 -1.1712 5.0874
H 1.0559 0.2681 4.3426
H -0.0540 0.8165 6.9858
H 1.5777 1.1269 6.4632
H 2.1374 -0.7607 7.0214
*
```

***

Formula: C24H57Br2F3N2O14
Source: the Open Molecules 2025 dataset
Level of theory: the ωB97M-V functional and the def2-TZVPD basis

Calculated values
E_HOMO ... -9.130 eV

```
! wB97M-V def2-TZVPD RIJCOSX def2/J DEFGRID3
* xyz 0 1
O 4.4601 0.3539 -0.0373
C 4.0717 -0.3685 -0.9804
Br 3.8143 -2.3155 -0.5391
C 3.7893 0.1190 -2.4797
C 2.7082 1.3240 -2.5573
C 3.1599 2.8088 -2.6394
C 4.6914 3.2733 -2.6473
F 5.3238 2.6534 -3.7817
F 4.7583 4.6861 -2.9175
F 5.3890 3.0160 -1.4460
C 2.0806 3.9516 -2.7378
C 0.5997 3.5246 -2.7724
Br -0.7907 4.9532 -2.9415
C 0.0942 2.0262 -2.6901
N -1.3282 1.8230 -2.7455
C -1.5930 0.4272 -2.6994
C -0.5374 -0.7131 -2.5828
N 0.8641 -0.4733 -2.5068
C 1.1746 0.9303 -2.5859
H 4.7566 0.4023 -3.0502
H 3.3642 -0.7887 -3.0594
H 2.3242 5.0610 -2.7883
H -2.7002 0.1102 -2.7577
H -0.8991 -1.7976 -2.5621
C -2.3934 0.1482 1.0876
O -2.7556 -0.5530 -0.0933
H -1.3194 0.0418 1.2451
H -2.6393 1.2069 0.9774
H -2.9273 -0.2709 1.9440
H -3.7098 -0.4422 -0.2087
C -5.9521 1.4659 1.9870
O -5.7363 0.6697 0.8295
H -5.3553 2.3743 1.9065
H -7.0091 1.7329 2.0565
H -5.6472 0.9099 2.8775
H -6.2770 -0.1258 0.9270
C 0.9763 -3.1380 2.2898
O 0.8295 -3.1639 0.8774
H 1.2691 -4.1315 2.6329
H 1.7510 -2.4173 2.5645
H 0.0258 -2.8608 2.7521
H 0.5712 -2.2748 0.6018
C -4.6765 2.8946 -3.7567
O -5.1334 1.5479 -3.7139
H -4.0730 3.0344 -4.6537
H -5.5336 3.5714 -3.7884
H -4.0661 3.1035 -2.8743
H -5.6639 1.4512 -2.9122
C 2.4323 -6.5913 1.3610
O 1.0785 -6.6951 0.9474
H 2.9252 -7.5513 1.2032
H 2.9376 -5.8237 0.7700
H 2.4724 -6.3339 2.4227
H 0.6673 -5.8328 1.0975
C -3.9328 4.6326 -0.0364
O -5.2488 4.2044 0.2789
H -3.5846 5.3108 0.7431
H -3.2672 3.7667 -0.0864
H -3.9376 5.1558 -0.9960
H -5.5304 3.6067 -0.4259
C 7.5869 6.1541 -1.2132
O 7.7907 5.3444 -2.3602
H 8.2068 7.0471 -1.2981
H 6.5358 6.4483 -1.1517
H 7.8723 5.6002 -0.3151
H 7.2321 4.5633 -2.2598
C -2.3770 -3.2759 4.5489
O -1.9937 -2.2819 3.6098
H -1.6568 -3.2831 5.3675
H -3.3700 -3.0467 4.9436
H -2.3847 -4.2562 4.0658
H -2.6460 -2.2960 2.8971
C 3.7669 3.2004 1.2456
O 2.9561 2.9977 2.3934
H 3.7764 4.2642 1.0038
H 4.7869 2.8676 1.4525
H 3.3558 2.6414 0.4020
H 2.9653 2.0510 2.5848
C 5.5244 -7.3071 3.2108
O 5.5403 -5.8904 3.1479
H 4.5067 -7.6562 3.0346
H 6.1857 -7.7158 2.4425
H 5.8534 -7.6348 4.2004
H 6.4516 -5.6083 3.3073
C -9.4935 0.4388 1.2634
O -8.3596 -0.3632 0.9625
H -9.2159 1.1708 2.0219
H -9.8251 0.9604 0.3625
H -10.2990 -0.1916 1.6475
H -8.6323 -1.0011 0.2901
C 7.7367 -6.5630 6.3947
O 7.2131 -5.6910 5.4040
H 8.7918 -6.7410 6.1850
H 7.6371 -6.1026 7.3807
H 7.1982 -7.5140 6.3708
H 6.2797 -5.5497 5.6121
C -6.0948 2.8278 -7.5987
O -6.4225 2.9911 -6.2278
H -6.6041 3.5993 -8.1769
H -5.0147 2.9288 -7.7343
H -6.4233 1.8434 -7.9417
H -5.9593 2.2963 -5.7390
*
```

***

Looking at energy for the records above, in order, we have -45148.5277 -205683.5703 eV.
Looking at relative energy (zero: lowest compared OMol25 entry of this formula, charge and spin) for the records above, in order, we have 449.9 662.4 kJ/mol.
Looking at strongest force on any atom for the records above, in order, we have 0.0763 0.1174 Eh/bohr.